Entry 1:
# C27H27BHfN3O3P

A molecular structure, C27H27BHfN3O3P (the ωB97M-V functional and the def2-TZVPD basis, OMol25).

Values from the calculation:
Relative energy (zero: lowest compared OMol25 entry of this formula, charge and spin) ... 12.00 kcal/mol
Net charge ... +2
Frontier orbital gap ... 7.5726 eV
F_max ... 0.026 Eh/bohr
HOMO level ... -14.385 eV

Last column: Mulliken charge in e.
Cartesian coordinates (Å):
Hf -0.2776 -0.3297 -0.4650  0.87
N 2.6430 1.1365 -1.1835  -0.04
P 1.7879 1.1896 0.3129  0.85
C 2.6797 2.4488 1.2058  0.60
C 2.7698 3.7438 0.6898  -0.30
C 3.4861 4.6976 1.3887  -0.73
C 4.0949 4.3665 2.5973  -0.49
C 3.9958 3.0831 3.1128  -0.73
C 3.2859 2.1127 2.4170  -0.39
C 0.2333 2.0603 -0.1993  -0.25
C -0.8038 2.1056 0.7593  -0.08
C -1.9860 2.7708 0.4662  -0.68
C -2.1570 3.3690 -0.7768  -0.58
C -1.1532 3.3048 -1.7359  -0.92
C 0.0329 2.6422 -1.4579  0.23
C 2.3643 0.2457 -2.2059  0.55
C 3.2940 -0.0077 -3.2133  -1.03
C 2.9690 -0.9003 -4.2026  -0.29
C 1.7203 -1.5356 -4.1999  -0.95
C 0.8490 -1.2181 -3.2071  -0.15
N 1.1479 -0.3294 -2.2133  0.24
H 3.5690 1.5406 -1.1820  0.31
H 2.2799 4.0071 -0.2404  0.36
H 3.5641 5.7040 1.0001  0.43
H 4.6470 5.1228 3.1414  0.42
H 4.4686 2.8365 4.0540  0.43
H 3.2072 1.1079 2.8138  0.39
H -0.6550 1.6906 1.7497  0.40
H -2.7678 2.8294 1.2122  0.49
H -3.0802 3.8862 -1.0022  0.52
H -1.3019 3.7613 -2.7058  0.44
H 0.8191 2.6005 -2.2018  0.51
H 4.2550 0.4909 -3.1957  0.49
H 3.6843 -1.1134 -4.9872  0.45
H 1.4386 -2.2428 -4.9658  0.47
H -0.1413 -1.6532 -3.1827  0.42
C -5.4117 -3.2066 2.7443  -0.81
O -4.2728 -4.0857 2.8785  -0.39
C -3.0902 -3.6931 2.4621  0.88
C -2.0620 -4.6599 2.5660  -1.01
C -0.8251 -4.3563 2.1045  -0.98
C -0.5419 -3.0987 1.4951  0.42
C 0.6857 -2.9065 0.8386  1.30
C 1.8690 -3.7810 1.0674  -1.94
O 0.8464 -1.9541 -0.0291  -0.37
C -1.5727 -2.1157 1.5041  0.02
O -1.2905 -0.8483 1.0973  -0.37
C -2.8323 -2.4116 1.9503  -0.41
H -6.2688 -3.7992 3.0343  0.25
H -5.5178 -2.8783 1.7127  0.36
H -5.3032 -2.3568 3.4156  0.35
H -2.2962 -5.6240 2.9968  0.49
H -0.0472 -5.1081 2.1519  0.47
H 1.7019 -4.7628 0.6135  0.44
H 2.0415 -3.9351 2.1319  0.46
H 2.7458 -3.3400 0.6026  0.34
H -3.5815 -1.6347 1.9513  0.55
B -3.6955 1.0950 -3.2143  0.14
C -2.7087 0.3379 -2.3239  0.32
N -1.8716 -0.2068 -1.7125  -0.59
H -4.5116 0.2969 -3.6239  -0.05
H -2.9648 1.5375 -4.0904  -0.05
H -4.1867 1.9715 -2.5216  -0.07

---

Entry 2:
# C27H27BO6

2 unconnected molecules or ions with the total composition C27H27BO6 (the ωB97M-V functional and the def2-TZVPD basis, OMol25).

Values from the calculation:
Net charge ... 0
Frontier orbital gap ... 4.8215 eV
F_max ... 0.039 Eh/bohr
HOMO level ... -7.947 eV

Last column: Mulliken charge in e.
Cartesian coordinates (Å):
C 3.9381 4.7099 -3.3642  -0.37
C 2.6159 4.7430 -3.8352  -0.67
C 1.7000 3.7624 -3.4472  -0.42
C 2.0883 2.7096 -2.5807  0.15
C 1.1222 1.7249 -2.0966  0.29
C -0.2422 2.0712 -2.0307  -0.76
C -1.3065 1.2055 -1.8641  -0.11
C -2.6819 1.6077 -2.0109  0.60
C -3.7213 0.6478 -1.8549  -0.45
C -5.0609 1.0166 -1.9714  -0.60
C -5.4095 2.3439 -2.2662  -0.34
C -4.4018 3.2881 -2.4908  -0.72
C -3.0568 2.9269 -2.3933  -0.34
C 1.5764 0.3952 -1.7035  0.36
C 0.9345 -0.3195 -0.6657  -0.47
C 1.1919 -1.6728 -0.4779  -0.84
C 2.2777 -2.2817 -1.1096  -0.48
C 2.9833 -1.5756 -2.0914  -0.86
C 2.6277 -0.2610 -2.4003  -0.33
C 3.4298 2.6845 -2.1297  -0.16
C 4.3353 3.6717 -2.5097  -0.77
H 4.6577 5.4704 -3.6749  0.38
H 2.3021 5.5372 -4.5160  0.38
H 0.6777 3.7983 -3.8319  0.51
H -0.4610 3.1279 -2.1637  0.75
H -1.1229 0.1375 -1.7210  0.55
H -3.4433 -0.3948 -1.6699  0.40
H -5.8437 0.2660 -1.8265  0.37
H -6.4620 2.6288 -2.3594  0.37
H -4.6554 4.3175 -2.7429  0.37
H -2.2832 3.6458 -2.6522  0.33
H 0.2170 0.1919 -0.0141  1.00
H 0.5316 -2.2467 0.1706  0.44
H 2.5431 -3.3043 -0.8603  0.44
H 3.8032 -2.0573 -2.6265  0.39
H 3.1574 0.2661 -3.1996  0.53
H 3.7457 1.8924 -1.4485  0.51
H 5.3605 3.6202 -2.1403  0.39
C 2.5565 -4.5356 2.9549  -1.19
C 1.7582 -3.3155 2.5406  0.73
O 0.4500 -3.4250 2.7792  -0.85
B -0.4253 -2.2229 2.8781  1.91
H -0.5606 -1.6125 1.7483  -0.41
O -1.7055 -2.7044 3.4334  -0.58
C -2.3952 -3.6396 2.7828  0.74
C -3.3263 -4.4120 3.7011  -1.11
O -2.2802 -3.8943 1.5940  -0.62
O 0.1645 -1.3435 3.8979  -0.58
C -0.5052 -0.2428 4.2465  0.81
C -0.0686 0.2678 5.6096  -1.10
O -1.3918 0.2833 3.5914  -0.61
O 2.3261 -2.3443 2.0609  -0.60
H 1.9169 -5.3380 3.3310  0.30
H 3.1513 -4.9002 2.1062  0.28
H 3.2748 -4.2334 3.7249  0.30
H -3.3975 -3.9466 4.6832  0.29
H -4.3214 -4.4980 3.2516  0.31
H -2.9367 -5.4316 3.8076  0.26
H 0.8319 -0.2483 5.9431  0.29
H 0.1015 1.3507 5.5784  0.31
H -0.8819 0.0919 6.3266  0.27

---

Entry 3:
# C27H27BaCl5F6N5O3P2S8

A molecular structure, C27H27BaCl5F6N5O3P2S8 (the ωB97M-V functional and the def2-TZVPD basis, OMol25).

Values from the calculation:
Relative energy (zero: lowest compared OMol25 entry of this formula, charge and spin) ... 0.00 kcal/mol
Net charge ... -2
Frontier orbital gap (alpha / beta) ... 6.0604 / 5.7398 eV
<S²> ... 0.766
2S+1 ... 2
F_max ... 0.012 Eh/bohr
HOMO level (alpha / beta) ... -2.696 / -2.914 eV

Last column: Mulliken charge in e.
Cartesian coordinates (Å):
Ba 1.5145 0.7159 1.0070  1.42
N 3.1177 1.3721 4.6181  -0.40
C 2.7866 2.5245 3.9852  0.54
N 1.8077 2.6425 3.1312  -0.21
C 1.6928 3.9585 2.7166  0.19
C 2.5981 4.8271 3.2148  -0.50
S 3.6534 3.9961 4.2956  -0.31
C 0.6202 4.2961 1.7701  -0.70
C -0.0630 5.4621 1.7405  -0.48
S -1.2347 5.4122 0.4725  -0.33
C -0.7253 3.7972 0.0959  0.23
N 0.2422 3.3461 0.8415  0.62
N -1.2916 3.1069 -0.9202  -0.03
H 2.5400 0.5740 4.3748  0.09
H 4.1039 1.1620 4.6570  0.27
H 2.7369 5.8608 2.9545  0.50
H 0.0193 6.2993 2.4097  0.53
H -2.2342 3.3343 -1.1859  0.24
H -1.0478 2.1312 -1.0255  -0.25
O -3.5826 -0.4605 6.6078  -0.64
C -2.8372 -0.4041 5.6619  0.58
S -1.2110 -1.0973 5.6554  -0.15
C -0.7206 -0.5971 4.0495  0.07
C -1.6760 0.1557 3.3329  -0.26
S -1.5193 0.7897 1.8011  0.04
S -3.2064 0.4299 4.1560  -0.10
S 0.8042 -1.0925 3.5313  -0.33
Cl -0.5968 0.0059 -2.2813  0.28
C 0.7315 1.0854 -2.7379  -0.56
C 1.5499 1.5469 -1.7277  -0.17
C 2.4942 2.4676 -2.1301  0.76
Cl 3.5377 3.1643 -0.8762  -0.16
C 2.6634 2.9017 -3.4401  -0.54
Cl 3.8755 4.0660 -3.8682  -0.23
C 1.8268 2.3779 -4.4239  0.66
Cl 2.0028 2.8787 -6.0715  -0.24
C 0.8399 1.4599 -4.0739  -0.57
Cl -0.2196 0.8216 -5.2872  -0.22
N 1.0648 -1.9570 -0.1725  0.40
C 1.6354 -3.0279 0.5528  0.38
C 0.8285 -3.8883 1.2903  -0.11
C 1.4115 -4.8940 2.0425  -0.58
C 2.7901 -5.0597 2.0695  -0.53
C 3.5890 -4.1941 1.3350  -0.62
C 3.0178 -3.1810 0.5826  -0.40
H 1.4812 -1.8612 -1.0915  0.18
H 0.0523 -2.0430 -0.2747  -0.52
H -0.2475 -3.7570 1.2678  0.33
H 0.7743 -5.5510 2.6218  0.38
H 3.2377 -5.8443 2.6657  0.36
H 4.6677 -4.2810 1.3634  0.39
H 3.6470 -2.4824 0.0472  0.30
F 3.9200 -0.6113 2.4075  -0.22
P 5.1412 0.1586 1.6282  1.31
F 4.2672 1.5382 1.7767  -0.25
F 5.9318 -1.2260 1.4822  -0.40
F 6.2830 0.9536 0.8448  -0.41
F 5.8499 0.4629 3.0487  -0.43
F 4.3411 -0.1234 0.2316  -0.37
C -5.0820 0.9517 -2.3761  -1.30
C -4.9480 -0.2193 -1.4215  0.41
C -5.0027 0.2092 0.0346  -1.17
O -3.6973 -0.8335 -1.7187  -0.11
P -3.3426 -2.3767 -1.3192  0.35
S -4.8930 -3.5296 -1.6976  -0.53
S -2.4764 -2.3755 0.4395  -0.35
O -2.1604 -2.6119 -2.3987  -0.22
C -2.3919 -3.0175 -3.7493  0.40
C -3.1548 -1.9755 -4.5455  -1.01
C -1.0150 -3.2807 -4.3315  -1.38
H -6.0008 1.5065 -2.1741  0.42
H -5.0963 0.6128 -3.4117  0.32
H -4.2348 1.6312 -2.2552  0.06
H -5.7375 -0.9529 -1.6250  0.36
H -4.1878 0.9002 0.2659  0.04
H -4.8967 -0.6487 0.6968  0.30
H -5.9553 0.7046 0.2410  0.48
H -2.9733 -3.9460 -3.7194  0.36
H -2.6552 -1.0082 -4.4830  0.11
H -4.1734 -1.8692 -4.1787  0.22
H -3.1889 -2.2889 -5.5925  0.49
H -0.4450 -2.3504 -4.3828  0.15
H -1.0994 -3.6927 -5.3395  0.42
H -0.4685 -3.9884 -3.7089  0.35